Entry 1:
Molecular formula: C15H40O5
Method: DFT, ωB97M-V/def2-TZVPD

LUMO energy	0.48	eV
ΔE to the lowest compared entry with this formula, charge and spin	76.7	kcal/mol
HOMO	-9.97	eV
calculated total energy	-971.59353	a.u.
SMILES string	CC(C)O.CC(C)O.CC(C)O.CC(C)O.CC(C)O
Kohn-Sham gap	10.443	eV

Structure (ORCA input):
```
! wB97M-V def2-TZVPD RIJCOSX def2/J DEFGRID3
* xyz 0 1
H 5.678 13.447 3.063
H 13.622 6.021 7.440
H 13.592 20.492 -0.735
H 12.141 8.641 7.316
H 12.954 22.969 -1.827
H 20.863 13.053 3.430
O 7.862 13.826 2.237
C 13.721 6.293 6.389
H 14.683 5.816 6.204
H 12.612 9.528 6.055
O 14.417 7.829 4.816
H 13.790 7.407 4.224
H 11.750 15.531 0.775
O 18.840 11.023 4.073
C 7.237 12.596 2.111
H 11.609 8.022 5.709
H 13.903 13.699 1.450
H 18.197 10.328 3.917
H 7.790 14.071 3.163
H 10.986 21.984 -0.461
C 13.859 7.814 6.161
C 20.686 10.286 2.731
C 12.421 8.478 6.275
H 13.141 20.032 -3.092
H 5.168 11.925 2.450
H 15.558 15.076 0.203
H 14.341 21.391 -3.119
H 13.075 14.681 2.763
C 13.557 15.779 0.999
H 10.669 22.118 -2.213
C 14.868 15.918 0.262
C 11.273 21.626 -1.450
H 7.512 11.901 2.904
H 15.503 16.696 0.688
H 7.180 11.093 0.545
C 13.801 14.663 1.950
O 13.567 21.442 -0.594
C 19.997 12.793 2.822
H 21.538 10.354 3.407
H 21.055 10.344 1.707
H 14.674 14.985 2.518
C 19.541 11.335 2.865
H 12.794 21.578 -3.807
H 5.306 13.208 1.266
C 7.685 12.017 0.827
H 8.688 11.623 0.990
H 14.749 16.141 -0.798
C 12.788 21.904 -1.661
C 5.745 12.810 2.181
C 13.301 21.103 -2.967
O 12.501 15.520 0.178
H 20.226 9.302 2.826
H 13.297 16.741 1.440
H 14.695 8.243 6.715
H 11.140 20.545 -1.481
H 18.744 11.206 2.132
H 19.231 13.533 3.055
H 12.916 5.878 5.784
H 7.684 12.818 0.088
H 20.218 13.092 1.797
*
```

Which charges does natural (NBO) predict for the atoms? In e, they are: 0.20, 0.21, 0.46, 0.22, 0.17, 0.21, -0.71, -0.64, 0.22, 0.22, -0.73, 0.46, 0.46, -0.74, 0.09, 0.21, 0.22, 0.47, 0.46, 0.22, 0.10, -0.63, -0.66, 0.21, 0.21, 0.21, 0.21, 0.20, 0.08, 0.21, -0.64, -0.64, 0.15, 0.21, 0.21, -0.63, -0.71, -0.64, 0.22, 0.20, 0.21, 0.10, 0.21, 0.21, -0.62, 0.21, 0.22, 0.12, -0.62, -0.66, -0.71, 0.21, 0.15, 0.19, 0.20, 0.16, 0.22, 0.20, 0.22, 0.21

=====

Entry 2:
Molecular formula: C15H41FN2O12P3
Method: DFT, ωB97M-V/def2-TZVPD

LUMO energy	-4.50	eV
HOMO	-11.08	eV
calculated total energy	-2732.06614	a.u.
Kohn-Sham gap	6.578	eV

Structure (ORCA input):
```
! wB97M-V def2-TZVPD RIJCOSX def2/J DEFGRID3
* xyz 1 1
H 2.517 -5.130 6.877
H -0.992 -2.908 2.291
H 2.957 -4.350 5.351
H -0.735 0.806 0.691
H 5.004 2.085 -3.130
C -2.907 -0.485 0.859
H -3.073 7.358 -2.053
H 0.608 1.827 -5.856
H -2.663 -2.443 2.434
C -0.423 -0.073 1.244
O 3.358 0.867 -3.619
O -2.624 5.880 -3.403
H -3.592 -1.311 0.653
P 2.306 1.765 -2.741
C -1.556 -1.116 1.183
H -1.854 6.211 -1.477
H 3.249 -0.095 -0.007
O 1.532 2.309 -4.129
O 1.091 0.975 -2.307
H -3.551 2.398 -4.319
O 1.053 -5.168 5.465
N -3.399 0.363 1.945
H 1.538 0.486 -5.150
O 0.555 -7.561 4.931
C -1.649 -2.051 2.401
H -3.885 1.175 1.601
O -1.114 5.067 -5.360
C 3.507 0.105 -1.048
H 2.923 -6.128 5.462
C -3.104 3.337 -4.640
H 3.004 -0.604 -1.699
O -0.201 6.205 -3.532
P 0.509 -6.207 4.391
H 3.127 -4.618 2.838
H -1.419 -2.034 4.535
N -0.112 -0.616 3.688
H -0.650 1.248 2.956
H -3.563 5.723 -1.572
H -0.025 0.974 -4.432
H 4.870 1.584 -4.831
H -2.154 -0.576 3.910
C -0.914 -7.027 2.422
H -3.997 -0.146 2.576
H -2.761 3.247 -5.667
H -1.334 -1.755 0.331
H 4.587 0.007 -1.159
H 1.017 0.729 2.592
C 2.040 -4.689 2.839
C -0.493 7.550 -3.933
F 0.949 -1.490 3.663
C -1.404 -1.334 3.705
H 0.455 -0.479 0.752
C -0.024 0.425 2.629
H -1.688 -6.662 1.752
H 0.008 -7.178 1.866
O 1.661 -5.996 3.243
H 5.363 0.413 -3.592
H -0.046 -0.138 4.589
P -1.300 5.051 -3.883
H -1.293 7.589 -4.667
C 0.876 1.321 -4.931
H -3.842 4.133 -4.558
H -1.237 -7.958 2.880
O -1.989 3.566 -3.771
H 0.426 7.940 -4.364
O -0.748 -6.012 3.434
H 1.672 -4.505 1.827
C 4.723 1.270 -3.799
C 2.454 -5.207 5.795
H -2.831 0.078 -0.066
H 1.638 -3.928 3.512
O 3.102 1.448 -1.306
C -2.779 6.310 -2.049
H -0.756 8.151 -3.062
*
```

Which charges does Löwdin predict for the atoms? In e, they are: 0.10, 0.12, 0.08, 0.13, 0.09, -0.23, 0.09, 0.10, 0.13, -0.10, -0.29, -0.27, 0.12, 0.71, -0.30, 0.08, 0.08, -0.31, -0.26, 0.09, -0.24, 0.03, 0.08, -0.20, -0.11, 0.08, -0.24, -0.12, 0.10, -0.10, 0.09, -0.27, 0.42, 0.09, 0.15, -0.05, 0.14, 0.09, 0.08, 0.09, 0.13, -0.07, 0.07, 0.09, 0.14, 0.09, 0.14, -0.13, -0.09, 0.09, -0.08, 0.12, -0.06, 0.09, 0.09, -0.25, 0.09, 0.21, 0.58, 0.09, -0.11, 0.09, 0.09, -0.28, 0.10, -0.24, 0.09, -0.09, -0.07, 0.12, 0.05, -0.30, -0.11, 0.08

=====

Entry 3:
Molecular formula: C15H41N11O24
Method: DFT, ωB97M-V/def2-TZVPD

LUMO energy	-0.53	eV
ΔE to the lowest compared entry with this formula, charge and spin	18.4	kcal/mol
HOMO	-10.62	eV
calculated total energy	-3003.16070	a.u.
SMILES string	C[N+](=O)[O-].C[N+](=O)[O-].C[N+](=O)[O-].C[N+](=O)[O-].C[N+](=O)[O-].C[N+](=O)[O-].C[N+](=O)[O-].C[N+](=O)[O-].C[N+](=O)[O-].C[N+](=O)[O-].C[N+](=O)[O-].CCOC(C)=O
Kohn-Sham gap	10.088	eV

Structure (ORCA input):
```
! wB97M-V def2-TZVPD RIJCOSX def2/J DEFGRID3
* xyz 0 1
N 4.694 -3.670 -0.442
O -5.709 -2.797 0.866
O 1.308 1.783 -2.715
C 0.119 3.603 -1.921
O 6.586 0.004 -2.172
H 3.984 -3.450 1.426
H 1.044 -0.848 -4.007
O 0.141 -3.223 -3.702
C 5.029 1.359 -3.199
H -1.830 0.282 -1.625
N -5.627 1.872 -0.408
N 0.618 -2.574 -2.801
H -5.530 -0.005 -1.279
H 4.930 1.390 0.834
H -3.298 2.763 -5.332
H -0.754 3.338 -2.508
C -1.552 -0.403 0.381
N 1.321 2.987 -2.576
H -3.311 0.400 -0.702
C -5.925 0.409 -0.355
C 0.714 -1.131 -3.013
N -2.343 -4.374 3.274
C -3.675 1.761 -5.167
O -2.543 2.017 -3.185
O 4.557 -4.872 -0.490
C -3.858 -3.666 -0.223
C 5.532 2.104 1.405
H 4.126 1.043 -3.710
O 3.666 -0.488 4.507
H -2.703 2.760 3.901
O -2.015 -0.717 1.445
N 5.421 0.289 -2.228
H 4.251 -1.913 0.585
O 2.239 3.711 -2.876
H -5.225 0.031 0.387
O -3.251 -4.946 3.847
N 5.672 3.280 0.538
H -6.970 0.253 -0.130
H -2.998 1.030 -5.600
H -3.590 -4.621 -0.659
H 5.867 1.498 -3.869
O -6.302 2.570 -1.135
C 1.976 0.462 0.671
C -1.927 -3.068 3.803
C 2.149 1.161 5.024
H -4.009 -2.884 -0.960
H -4.713 1.581 -5.418
N -3.545 1.564 -3.683
O -1.866 -4.784 2.234
O 4.543 -0.142 -1.516
H -2.742 -1.132 -1.332
H 6.470 1.627 1.657
H 4.942 2.351 2.282
N -1.581 2.609 2.169
N 2.514 -0.121 4.378
H -3.657 2.356 2.457
H 2.739 1.318 5.915
H 0.836 -1.317 1.138
H -2.548 1.129 3.243
O -5.499 -4.922 0.779
O 6.664 3.326 -0.156
H 2.014 1.552 0.699
O 5.552 -3.042 -1.025
C 3.808 -2.896 0.503
C -2.422 -0.207 -0.849
H -0.324 -0.789 -2.958
O -4.727 2.290 0.297
H -1.156 -2.730 3.116
H 4.841 2.210 -2.548
H 0.040 3.053 -0.980
H 2.756 -2.957 0.248
H 0.345 4.633 -1.683
O -4.375 0.951 -3.074
H -2.844 -2.490 3.790
C 0.716 -0.237 1.090
H 1.089 1.146 5.274
H 2.213 1.918 4.242
O -1.806 3.107 1.090
H 0.363 0.211 2.018
O 1.651 -0.786 3.850
O -0.476 2.502 2.656
O 0.931 -3.003 -1.710
C -2.731 2.168 2.987
O 4.812 4.122 0.570
H -1.469 -3.213 4.777
H 2.100 0.287 -0.408
H -3.083 -3.392 0.489
H 2.879 0.022 1.092
O -0.320 0.002 0.112
H 1.205 -0.580 -2.222
N -5.139 -3.802 0.500
*
```

Which charges does Löwdin predict for the atoms? In e, they are: -0.44, 0.05, 0.04, 0.07, 0.09, 0.10, 0.10, 0.08, 0.06, 0.05, -0.44, -0.45, 0.07, 0.08, 0.10, 0.07, -0.52, -0.43, 0.05, 0.04, 0.03, -0.45, 0.08, 0.05, 0.06, 0.05, 0.04, 0.09, 0.06, 0.10, 0.09, -0.45, 0.07, 0.08, 0.08, 0.07, -0.46, 0.11, 0.10, 0.10, 0.10, 0.07, -0.06, 0.04, 0.05, 0.08, 0.10, -0.42, 0.05, 0.03, 0.08, 0.10, 0.09, -0.44, -0.44, 0.08, 0.10, 0.13, 0.09, 0.08, 0.07, 0.09, 0.06, 0.05, 0.03, 0.09, 0.04, 0.08, 0.09, 0.09, 0.08, 0.10, 0.07, 0.11, -0.21, 0.10, 0.10, 0.08, 0.09, 0.06, 0.04, 0.07, 0.05, 0.07, 0.10, 0.05, 0.08, 0.06, -0.01, 0.06, -0.45